# C29H43ClN6O2PS

A cluster of 6 separate species, C29H43ClN6O2PS in total at a distorted geometry (the ωB97M-V functional and the def2-TZVPD basis, the OMol25 dataset).

Computed properties:
- multiplicity = 2
- HOMO energy (spin up / spin down) (eV) = -7.919 / -7.919
- E (eV) = -76449.095
- Kohn-Sham gap (spin up / spin down) (eV) = 8.394 / 7.083

CARTESIAN COORDINATES (ANGSTROEM)
C 0.3978 2.9681 2.0347
C -0.4916 1.9417 2.8274
C -1.1261 2.7967 4.0043
C -1.5720 1.4189 1.8244
C -1.2114 0.0751 1.0916
S -2.8112 -0.5468 0.3517
P 0.0699 0.3032 -0.3015
O 1.4570 -0.5788 0.1112
Cl -0.7661 -0.5440 -2.0496
C -0.7920 -1.0192 2.1479
C -0.3586 -0.4340 3.5330
C -1.5899 -0.4725 4.5048
C 0.6997 -1.4468 4.1330
N 0.3321 0.8702 3.4533
O 1.4474 0.7752 2.8032
H 0.8096 2.5466 1.0994
H -0.2010 3.8647 1.7605
H 1.2474 3.3304 2.6485
H -0.4696 3.6842 4.1387
H -1.1169 2.2629 4.9693
H -2.1371 3.1643 3.7283
H -1.8102 2.1871 1.0539
H -2.5183 1.2945 2.3977
H -3.3963 0.5322 -0.2653
H 2.1800 0.0556 0.1519
H -1.7006 -1.6381 2.3405
H -0.0363 -1.7392 1.7692
H -1.6866 -1.5162 4.8711
H -2.5074 -0.2949 3.9023
H -1.5113 0.1953 5.3782
H 0.1748 -2.4143 4.2797
H 0.9675 -1.0686 5.1377
H 1.5574 -1.6029 3.4598
N -5.7525 0.6433 1.4343
C -6.6292 0.6113 0.3848
C -7.8808 0.8954 0.8705
C -7.7526 1.1120 2.2655
C -6.4273 0.9521 2.5834
H -4.7600 0.4666 1.3694
H -6.2893 0.3885 -0.6139
H -8.7866 0.9431 0.2879
H -8.5414 1.3577 2.9581
H -5.9090 1.0301 3.5252
N 3.2165 2.0737 -5.0031
C 3.3724 2.9186 -3.9379
C 2.5230 2.5031 -2.9438
C 1.8326 1.3612 -3.4259
C 2.2834 1.1187 -4.6982
H 3.7103 2.1430 -5.8733
H 4.0696 3.7390 -3.9795
H 2.4107 2.9673 -1.9768
H 1.0899 0.7819 -2.8994
H 2.0215 0.3529 -5.4099
N 4.6739 -2.7874 -3.1966
C 3.7290 -1.8245 -2.9603
C 2.7212 -2.3951 -2.2254
C 3.0743 -3.7518 -2.0063
C 4.2852 -3.9638 -2.6152
H 5.5209 -2.6512 -3.7154
H 3.8536 -0.8211 -3.3341
H 1.8312 -1.8943 -1.8822
H 2.5056 -4.4893 -1.4630
H 4.9002 -4.8459 -2.6852
N 4.3566 0.5504 2.2518
C 5.4166 1.2547 2.7510
C 6.5654 0.5781 2.4248
C 6.1826 -0.5759 1.6959
C 4.8134 -0.5645 1.6033
H 3.3891 0.8105 2.3450
H 5.2634 2.1725 3.2945
H 7.5685 0.8798 2.6806
H 6.8354 -1.3294 1.2855
H 4.1276 -1.2528 1.1341
N -3.1592 -2.2313 -6.4817
C -2.1979 -1.4789 -5.8624
C -2.4611 -1.4843 -4.5164
C -3.6221 -2.2740 -4.3161
C -4.0287 -2.7234 -5.5466
H -3.2171 -2.3971 -7.4689
H -1.4140 -1.0060 -6.4305
H -1.8819 -0.9770 -3.7558
H -4.1047 -2.4895 -3.3761
H -4.8581 -3.3472 -5.8361

Atomic partial charges in e from the Löwdin method, atoms 1 to 8: number 1, C, carries -0.06; number 2, C, carries -0.45; number 3, C, carries -0.01; number 4, C, carries -0.19; number 5, C, carries -0.81; number 6, S, carries 0.73; number 7, P, carries 0.69; number 8, O, carries -0.34